Entry 1:
126
Properties=species:S:1:pos:R:3:mulliken_charge:R:1 method="wB97M-V/def2-TZVPD" homo_energy_ev=-8.392 total_charge=0 gap_ev=8.86 smiles=COCCNCCOC.COCCNCCOC.COCCNCCOC.COCCNCCOC.COCCNCCOC.CO largest_force_ev_per_a=3.360
O -2.45085 -3.28907 8.12395 -0.325
O 1.58799 -6.31720 2.28826 -0.298
O 1.07033 4.70013 2.94645 -0.332
O -1.03642 11.55429 -2.01291 -0.277
O -4.36706 -5.70184 12.27077 -0.303
O 3.78023 5.10400 -1.69842 -0.323
O -2.33349 2.21307 0.22047 -0.483
O -0.75893 16.10803 -4.42347 -0.355
O 1.56186 -13.53322 1.82247 -0.383
O -1.18655 -2.93282 -8.36743 -0.351
O 2.67788 -6.62527 -12.15168 -0.416
N -1.94027 -4.88167 10.52300 -0.262
N -1.04610 14.85675 -1.52127 -0.442
N 3.37403 3.70912 1.71778 -0.510
N 0.40805 -4.92700 -10.30628 -0.110
N 1.83539 -9.87504 1.29632 -0.389
C -1.97058 13.73481 -1.12661 -0.623
C 2.25379 5.47259 2.97133 -0.561
C -1.49686 12.30153 -0.79751 -0.674
C -2.25066 -1.98072 -7.84644 -0.704
C -0.03718 5.55755 3.13070 -0.784
C -5.38227 -6.60231 12.71206 -0.750
C 0.82064 -6.28594 -10.56056 -0.652
C 2.24338 -5.13069 1.81613 -0.686
C 4.88072 5.22138 -2.64500 -0.745
C 4.09885 4.95499 -0.31757 -0.589
C 1.08554 -11.05878 1.70011 -0.595
C -1.07198 14.82974 -3.95480 -0.580
C -1.12427 -3.78667 10.15805 -0.520
C 1.05155 -8.66735 1.65873 -0.652
C 2.32772 -6.50818 -10.74187 -0.492
C -3.09205 -6.16920 12.34252 -0.534
C 2.45439 -5.57887 -13.01870 -0.609
C 3.51128 4.70108 2.72752 -0.815
C -0.21592 14.53358 -2.74069 -0.343
C -0.56777 10.23535 -1.84212 -0.697
C -1.14233 -3.54359 8.65201 -0.693
C 1.78964 -7.36754 1.30861 -0.440
C -1.14182 -3.10944 -9.83213 -0.746
C -2.53560 -3.00729 6.77578 -0.713
C -2.89979 0.91062 0.27098 -0.505
C 0.17301 -13.84686 1.81398 -0.687
C 1.76634 -12.36891 1.02936 -0.527
C -2.00809 -5.13816 11.95059 -0.715
C 2.95118 4.22041 0.44009 -0.384
C -0.98305 -4.61404 -10.24190 -0.535
C -1.49277 16.71129 -5.45549 -0.721
H -2.96366 -6.95517 11.59829 0.365
H -2.75215 -6.48110 13.33008 0.347
H -2.01736 -2.05159 6.69708 0.312
H 2.37207 6.15634 3.81193 0.496
H -0.20232 -13.97345 0.79850 0.303
H -0.90649 17.40968 -6.05268 0.240
H -1.26129 -4.77748 -11.28303 0.370
H -2.29024 -1.01704 -8.35420 0.312
H -0.57484 12.46259 -0.23892 0.329
H 0.11704 13.52110 -2.96901 0.171
H -1.78210 15.94506 -6.17472 0.323
H -0.81605 14.13270 -4.75277 0.402
H -1.75212 2.46048 0.94324 0.277
H -2.02924 -4.19160 12.49066 0.386
H 5.34253 6.20842 -2.66942 0.288
H 2.18395 6.14508 2.11637 0.394
H -1.55061 15.69981 -1.75542 0.307
H 0.07125 -10.90603 1.33136 0.411
H 2.85732 -7.56091 1.20475 0.339
H -2.13732 14.65911 -3.79981 0.348
H -1.13021 -5.58811 12.41424 0.294
H 2.98155 -5.77750 -10.26570 0.357
H -5.61697 -6.64119 13.77579 0.290
H 5.03698 4.42879 -0.14118 0.398
H -0.21088 9.80839 -2.77937 0.217
H -0.89068 -4.51210 8.21986 0.318
H 1.89357 -4.86145 0.81952 0.286
H -2.48697 14.03538 -0.21496 0.436
H -0.39795 -2.85815 8.24682 0.502
H 0.90141 -8.75637 2.73466 0.366
H 1.34160 -7.11094 0.34865 0.271
H 2.51195 3.29666 2.04458 0.333
H -2.21646 -3.86716 6.18683 0.284
H 4.64273 4.80183 -3.62247 0.280
H 5.67656 4.57317 -2.27815 0.321
H 3.74232 4.15631 3.64291 0.362
H 3.17942 -5.72634 -13.81913 0.238
H 0.12508 10.34997 -1.00850 0.305
H -2.85383 -4.96738 10.10090 0.248
H -5.11934 -7.63454 12.48083 0.309
H 1.26342 -12.55216 0.07984 0.297
H 0.37440 -6.59883 -11.50453 0.331
H 2.71480 -4.68381 -12.45378 0.316
H 0.96166 -4.37788 -9.66434 0.220
H -1.37566 9.58793 -1.50117 0.262
H 2.16650 -4.25427 2.45963 0.262
H 2.01639 4.76889 0.55600 0.270
H 4.31702 5.38881 2.47081 0.350
H 0.08062 -14.83536 2.26390 0.262
H -2.14635 11.70211 -0.15958 0.495
H -0.97090 5.00409 3.03089 0.253
H 2.62192 -7.45909 -10.29770 0.278
H 1.45567 -5.51701 -13.45096 0.199
H 0.00907 6.37279 2.40865 0.341
H -2.05995 -2.70128 -10.25465 0.457
H -2.09218 0.17956 0.30860 0.249
H -3.60780 0.65017 1.05774 0.248
H -3.26672 -2.37531 -7.84338 0.293
H -2.79102 13.67719 -1.84191 0.312
H 3.29470 -5.40562 1.73095 0.288
H -0.07986 5.99820 4.12675 0.311
H 4.29445 5.93827 0.11022 0.254
H -1.96813 -1.89971 -6.79681 0.245
H -3.57397 -2.93365 6.45257 0.217
H 0.71570 15.09941 -2.73721 0.301
H -3.45555 0.76663 -0.65558 0.213
H -1.62339 -5.17612 -9.56211 0.227
H 2.74062 3.32138 -0.13915 0.394
H -0.12335 -4.05125 10.49904 0.303
H 0.98172 -11.24896 2.76837 0.338
H -0.42349 -13.08710 2.31902 0.274
H -6.37128 -6.41563 12.29359 0.270
H -1.44111 -2.88486 10.68190 0.371
H 0.06891 -8.68381 1.18732 0.333
H 0.47414 -6.90931 -9.73627 0.403
H -0.45331 -2.35416 -10.21110 0.368
H 2.83384 -12.24049 0.85034 0.357
H 2.62207 -9.78555 1.92339 0.269
H -2.37289 17.15790 -4.99287 0.264


Entry 2:
129
Properties=species:S:1:pos:R:3:mulliken_charge:R:1 method="wB97M-V/def2-TZVPD" homo_energy_ev=-17.310 total_charge=+5 gap_ev=9.68 largest_force_ev_per_a=3.586
F -3.01223 -1.79872 -4.68841 -0.410
F -1.93419 -1.28657 -2.78910 -0.380
F -4.05948 -1.67458 -2.69184 -0.203
F -2.60400 -3.43639 -3.17267 -0.360
O -5.38967 2.85355 5.27983 -0.432
O -0.34067 -2.63540 -5.48408 -0.562
O -4.82414 1.18976 2.17039 -0.438
O 8.95139 1.51940 -1.90878 -0.490
O 2.69216 -3.24613 7.87963 -0.502
N -1.36007 4.97685 -9.83481 0.086
N 1.63294 -5.88305 7.09979 -0.071
N 9.94256 4.24459 -0.91191 -0.145
N -2.35297 3.11005 -9.94678 0.120
N -3.79934 5.11805 6.89928 -0.073
N -6.14421 -1.23364 0.90751 -0.098
N 1.00906 -5.35165 -4.55594 0.051
C 0.51619 -5.59572 8.07393 -0.893
C 10.31297 1.72678 -1.69151 -0.595
C -3.81409 3.59427 7.04826 -0.444
C -2.42924 5.62124 7.31293 -0.888
C 0.39604 -4.24762 -3.77376 -0.478
C -3.99746 5.42329 5.45712 -1.050
C -2.74849 1.71703 -9.78018 -0.658
C -5.09753 -1.22893 2.04178 -0.732
C -6.35296 -2.63386 0.41620 -0.964
C -1.23684 3.68237 -9.66908 0.119
C 3.56567 -4.24689 7.44700 -0.516
C -5.06736 2.91259 6.67537 -0.511
C 0.48090 -2.85478 -4.31590 -0.733
C -0.34797 5.92790 -9.57301 -0.843
C 1.52173 -7.46021 6.83693 -0.873
C 10.53043 5.14469 0.10538 -0.788
C 1.43128 -5.20074 5.67772 -0.935
C 0.64549 -6.73874 -3.92660 -0.947
C -2.59797 5.26403 -10.38938 -0.522
C 3.01904 -5.66245 7.72866 -0.473
C 0.46756 -5.47452 -6.01106 -0.813
C -3.24043 4.06337 -10.43234 -0.276
C -3.56050 1.60129 -8.49818 -0.987
C 10.52631 2.87468 -0.61324 -0.645
C 2.56753 -5.25348 -4.51432 -0.809
C 8.42268 4.32937 -0.82940 -0.875
C -4.82046 5.87857 7.62783 -0.852
C -7.54092 -0.66320 1.27682 -0.879
C 10.30237 4.73145 -2.30566 -1.027
C -4.96093 0.01316 2.91577 -0.431
C -5.63534 -0.41749 -0.30991 -1.091
B -2.92505 -2.06939 -3.30580 0.320
H 8.12525 5.37729 -0.78908 0.405
H 3.72026 -6.27585 7.13442 0.362
H -2.29506 5.55901 8.36955 0.406
H -1.21374 -2.28419 -5.10351 0.420
H -0.42858 -5.85200 7.59647 0.424
H 4.56666 -4.18304 7.90396 0.419
H 0.86644 -6.39315 -6.46026 0.409
H -5.80086 5.42968 7.40116 0.345
H -2.91489 1.94884 -7.68127 0.326
H -6.41369 -0.53724 -1.01506 0.400
H -4.73675 -0.90921 -0.76762 0.591
H -3.34050 1.53184 -10.65036 0.329
H 8.07057 3.84835 -1.70489 0.439
H 0.50611 -4.55627 8.31191 0.337
H -1.65009 5.06736 6.79222 0.372
H 10.81094 0.87784 -1.25841 0.362
H 11.31791 4.75037 -2.48953 0.394
H -3.75151 3.40742 8.08430 0.372
H -0.67725 -4.44747 -3.62461 0.529
H -7.99237 -1.27440 2.02970 0.407
H -4.61753 1.84819 2.85308 0.244
H -7.11065 -2.58613 -0.37307 0.392
H 2.87871 -4.57496 -5.32998 0.368
H 1.52315 -2.58556 -4.41029 0.447
H 0.00928 6.50757 -10.48417 0.346
H -4.93531 6.86775 7.14522 0.379
H 1.29217 -7.49355 -4.44137 0.428
H 0.86115 -4.61716 -6.61864 0.331
H 1.84415 -8.00946 7.69449 0.401
H 0.92156 -4.27232 -2.76600 0.257
H 3.65651 -4.15462 6.34397 0.287
H 8.13479 3.84051 0.11373 0.328
H 10.72082 2.00359 -2.65533 0.371
H -5.37222 -2.06965 2.60491 0.447
H 2.09794 -7.79851 5.97700 0.404
H -4.47233 2.15152 -8.63883 0.375
H -5.76304 0.10163 3.63564 0.389
H 10.18496 4.88259 1.16571 0.360
H 2.99406 -5.95510 8.78982 0.399
H -3.30189 4.80631 4.96644 0.433
H -5.50979 0.62099 0.02176 0.342
H -4.21092 -1.34338 1.46284 0.392
H 9.89886 5.70817 -2.26875 0.474
H 0.21385 -2.19085 -3.45982 0.290
H -0.63133 -5.46260 -5.91210 0.346
H -0.62772 6.61538 -8.81480 0.361
H 11.53105 3.02054 -0.44798 0.464
H -4.23521 3.78562 -10.83428 0.383
H -3.79573 6.43812 5.25429 0.424
H -5.39609 -2.95974 0.08371 0.457
H -6.19447 2.41986 5.10399 0.264
H 11.60638 5.02593 0.07619 0.404
H -3.86686 0.55316 -8.33656 0.365
H 0.72310 -6.12303 9.00667 0.382
H 9.83172 4.13639 -3.06712 0.434
H -8.05921 -0.78715 0.34257 0.469
H -7.54925 0.35618 1.68766 0.263
H 1.03824 -4.18563 5.85336 0.278
H 0.79824 -6.70407 -2.91463 0.414
H -6.79202 -3.26169 1.13451 0.426
H -0.43415 3.13768 -9.22233 0.363
H -0.36181 -6.97461 -4.19265 0.380
H 0.46144 -7.65625 6.70946 0.410
H -4.03393 -0.18659 3.42802 0.420
H 10.09372 2.51164 0.33978 0.435
H 2.96947 -6.24432 -4.67407 0.373
H 10.14920 6.23269 -0.10562 0.359
H 2.93838 -4.86004 -3.56817 0.315
H 0.60439 -5.68436 5.25591 0.473
H -2.98448 3.24646 6.39261 0.354
H 3.04419 -2.32546 7.75952 0.322
H -4.60149 6.07789 8.61618 0.370
H -5.06379 5.24101 5.21598 0.425
H -2.31527 6.67034 7.00273 0.403
H -1.83997 1.15004 -9.79976 0.369
H -5.96514 3.41317 7.17952 0.338
H 8.47474 1.25601 -1.11865 0.335
H -4.93175 1.89859 7.09825 0.379
H 2.38589 -5.32716 5.09783 0.367
H -2.95052 6.22076 -10.69998 0.459
H 0.53317 5.33831 -9.29206 0.285


Entry 3:
126
Properties=species:S:1:pos:R:3:mulliken_spin:R:1 method="wB97M-V/def2-TZVPD" homo_energy_ev="-9.001 / -8.678" total_charge=0 gap_ev="9.44 / 7.33" s_squared=8.7647 spin_multiplicity=6 largest_force_ev_per_a=4.170
Fe -14.16368 -7.26685 8.26179 4.249
F -12.90752 -6.39068 6.99237 0.101
O -11.82019 -3.91429 6.39476 -0.001
O -12.30666 -2.33722 14.12455 0.000
O -13.19616 -9.18820 8.03634 0.060
O -15.63125 -5.72601 8.18243 0.036
O -8.67912 -9.71273 14.58175 0.000
O -16.56624 -10.93882 13.23335 0.000
O -10.62873 -9.00245 6.70531 0.000
O -7.43618 -6.83689 13.05614 0.000
O -15.59134 -8.26877 9.28543 0.188
O -13.06214 -6.50496 9.81412 0.365
O -14.10319 -2.79012 16.01728 0.000
C -16.26179 -8.68161 10.41664 -0.014
C -9.29836 -10.49322 13.68652 0.000
C -13.46944 -11.14023 9.49173 0.002
C -13.98757 -5.11532 15.49158 0.000
C -16.13696 -10.68680 14.54927 0.000
C -13.09611 -6.52942 12.33654 0.016
C -9.48390 -6.12298 13.95978 0.000
C -10.43224 -2.06813 6.75930 0.000
C -10.79383 -3.47463 7.15055 0.000
C -15.16308 -11.76408 14.98194 0.000
C -13.62698 -10.53615 8.04964 0.015
C -12.90086 -2.50371 11.72900 0.000
C -10.55089 -9.86343 13.31888 -0.001
C -15.80586 -3.58640 7.01712 0.002
C -9.61100 -8.57627 7.63823 -0.001
C -15.54250 -9.33310 14.61164 0.000
C -12.84130 -1.67420 13.02914 0.000
C -8.33249 -4.82457 12.09955 0.000
C -15.89067 -3.91367 9.64077 0.004
C -8.67039 -6.17282 12.71843 0.000
C -9.55172 -11.84996 14.38033 0.000
C -16.86878 -7.69372 11.40393 0.013
C -9.95372 -9.30950 8.95730 0.002
C -9.53949 -7.03705 7.61489 0.004
C -15.36197 -4.38711 8.23186 -0.006
C -12.09043 -0.41737 12.85158 0.000
C -12.33058 -6.77123 11.01636 -0.036
C -15.11132 -4.22616 17.68873 0.000
C -14.02835 -4.10926 16.60587 0.000
C -11.03495 -3.67136 8.60403 0.002
C -12.94945 -11.29151 6.92283 0.003
H -9.52645 -1.79019 7.29818 0.000
H -16.12625 -4.34062 17.30805 0.000
H -9.65339 -10.35238 8.85578 0.000
H -11.28726 -4.71675 8.78178 -0.006
H -14.29725 -11.78523 9.78638 -0.001
H -15.77170 -4.27273 6.17101 0.000
H -16.99606 -10.72170 15.21923 0.000
H -11.83591 -3.02224 8.95788 -0.001
H -13.40042 -2.85086 15.36610 0.000
H -13.04698 -4.26092 17.05532 0.000
H -12.45536 -6.56388 13.21765 0.001
H -16.00127 -7.14668 11.77310 -0.001
H -8.57377 -12.32261 14.28902 0.000
H -11.00685 -9.26734 9.23519 -0.005
H -13.26657 -1.84890 10.93806 0.000
H -17.47363 -8.10880 12.21013 0.000
H -9.95664 -7.01904 14.36187 0.000
H -8.17692 -3.97082 12.75908 0.000
H -11.01457 -0.37458 13.02130 0.000
H -12.03885 -3.06682 11.37131 0.000
H -15.29235 -8.98206 15.61278 0.000
H -12.24411 -7.85648 11.06995 -0.012
H -11.27752 -10.53977 12.86869 0.000
H -10.31162 -12.42288 13.84888 0.000
H -9.31502 -8.88636 9.73261 0.000
H -8.62426 -6.63662 8.05090 0.000
H -7.34125 -4.80665 11.64653 0.000
H -16.92457 -10.11125 12.90423 0.000
H -10.47295 -9.08935 12.55546 0.000
H -15.47670 -2.92034 9.81410 0.001
H -7.82234 -10.07354 14.82118 0.000
H -9.72718 -6.76323 6.57667 0.000
H -8.62679 -8.90652 7.30604 0.000
H -11.87532 -11.10846 6.95212 0.000
H -14.99888 -3.47077 18.46645 0.000
H -16.96269 -3.72006 9.60365 0.000
H -14.68462 -10.35544 7.85767 -0.011
H -15.01277 -2.87791 6.77809 0.000
H -12.02371 -4.82444 6.62237 -0.004
H -13.15941 -10.82853 5.95863 0.000
H -15.64384 -12.74099 14.93094 0.000
H -16.76776 -3.08830 7.13859 0.000
H -12.36128 0.15384 11.96363 0.000
H -15.53646 -4.53446 10.46372 -0.003
H -10.07019 -4.26702 6.95928 0.000
H -13.46972 -10.36068 10.25358 -0.003
H -17.15264 -9.24867 10.14662 0.011
H -8.88568 -5.77156 14.80047 0.000
H -12.26529 -9.28398 7.82203 0.001
H -10.43710 -8.70913 5.81153 0.000
H -13.15652 -12.35714 7.02105 0.001
H -12.47360 0.18804 13.67302 0.000
H -10.41022 -6.66681 8.15605 -0.006
H -16.57976 -5.81818 8.29834 -0.001
H -17.51416 -6.95100 10.93491 0.000
H -11.14550 -9.33776 14.06602 0.000
H -13.80599 -6.12652 15.85571 0.000
H -9.23234 -6.81833 12.04345 0.001
H -16.24645 -8.60642 14.20605 0.000
H -13.65184 -5.59314 12.28513 0.000
H -9.66565 -11.70934 15.45520 0.000
H -14.94502 -5.14678 18.24812 0.000
H -15.73219 -9.48795 10.92403 0.006
H -9.01448 -4.43652 11.34298 0.000
H -14.64090 -9.41662 14.00482 0.000
H -13.90761 -7.24322 12.47817 0.002
H -14.73737 -11.54390 15.96091 0.000
H -8.64351 -10.67759 12.83489 0.000
H -13.32281 -4.88340 14.65947 0.000
H -11.36269 -6.29257 11.16531 0.019
H -12.68448 -11.86566 9.70550 0.000
H -14.90960 -5.12121 14.91026 0.000
H -13.87689 -1.39418 13.22209 0.000
H -11.35531 -2.28092 14.24015 0.000
H -14.32541 -11.74127 14.28487 0.000
H -11.27751 -1.43663 7.03283 0.000
H -10.14791 -3.38803 9.17058 0.000
H -10.13415 -1.90885 5.72302 0.000
H -13.67805 -3.26512 11.79484 0.000
H -10.29542 -5.46763 13.64346 0.000
H -14.28293 -4.23344 8.24401 0.004
H -7.59516 -7.55442 13.67378 0.000


Quick rundown of energy above the lowest of the compared OMol25 structures with the same formula, charge and spin, same order as above: 4.698, 0.000, 2.614 eV